Below is the ion C2H3N4O3S with charge -1 in a non-equilibrium geometry, with properties calculated with ωB97M-V/def2-TZVPD.

```
! wB97M-V def2-TZVPD RIJCOSX def2/J DEFGRID3
* xyz -1 3
C 1.18658 0.97454 0.24781
C 0.20881 1.42942 1.23590
N 2.41441 0.70214 0.67514
N 2.97247 0.21125 -0.41437
N 2.16077 0.32824 -1.47548
N 0.98487 0.75169 -1.06310
O 5.34908 0.99347 0.70341
O 4.50257 -1.39082 0.82397
O 5.48536 -0.44717 -1.18836
S 4.89232 -0.26158 0.09405
H -0.85994 1.22891 0.92706
H 0.51263 0.89968 2.14844
H 0.06132 2.57986 1.45022
*
```

Calculated values
* HOMO level (alpha / beta): -1.43 / -6.29 eV
* electronic energy: -25056.3257 eV
* E_LUMO (alpha / beta): 3.6160 / 1.0530 eV
* frontier orbital gap (alpha / beta): 5.0 / 7.3 eV